{"formula": "C30H44O30", "method": "ωB97M-V/def2-TZVPD", "e_tot_ev": -93246.4177, "smiles": "COC(=O)OC.COC(=O)OC.O=C1OCCO1.O=C1OCCO1.O=C1OCCO1.O=C1OCCO1.O=C1OCCO1.O=C1OCCO1.O=C1OCCO1.O=C1OCCO1", "de_lowest_ev": 2.011, "charge": 0, "elements": ["C", "C", "O", "C", "O", "O", "H", "H", "H", "H", "C", "C", "O", "C", "O", "O", "H", "H", "H", "H", "C", "C", "O", "C", "O", "O", "H", "H", "H", "H", "C", "C", "O", "C", "O", "O", "H", "H", "H", "H", "C", "C", "O", "C", "O", "O", "H", "H", "H", "H", "C", "C", "O", "C", "O", "O", "H", "H", "H", "H", "C", "C", "O", "C", "O", "O", "H", "H", "H", "H", "C", "C", "O", "C", "O", "O", "H", "H", "H", "H", "C", "O", "C", "O", "O", "C", "H", "H", "H", "H", "H", "H", "C", "O", "C", "O", "O", "C", "H", "H", "H", "H", "H", "H"], "positions_angstrom": [[14.06, -8.59, -15.71], [13.82, -8.60, -17.21], [12.60, -7.85, -17.37], [12.35, -7.17, -16.21], [11.45, -6.41, -16.05], [13.22, -7.53, -15.29], [15.11, -8.37, -15.50], [13.79, -9.50, -15.18], [13.76, -9.63, -17.59], [14.56, -8.09, -17.81], [9.88, -11.24, -20.66], [10.07, -11.16, -19.14], [11.38, -10.66, -18.99], [12.02, -10.58, -20.16], [13.16, -10.26, -20.39], [11.14, -10.76, -21.14], [8.96, -10.69, -20.90], [9.73, -12.26, -21.01], [9.97, -12.11, -18.61], [9.44, -10.43, -18.62], [11.08, -7.31, -20.64], [9.75, -7.67, -19.99], [8.84, -7.32, -21.05], [9.45, -6.46, -21.89], [8.92, -5.96, -22.84], [10.70, -6.21, -21.50], [11.35, -8.12, -21.32], [11.90, -6.99, -20.01], [9.49, -7.13, -19.08], [9.74, -8.75, -19.88], [6.43, -10.48, -17.36], [6.72, -10.85, -18.81], [7.22, -9.64, -19.34], [6.86, -8.60, -18.57], [6.96, -7.46, -18.88], [6.33, -9.06, -17.43], [7.19, -10.85, -16.68], [5.43, -10.83, -17.09], [5.80, -11.17, -19.31], [7.39, -11.71, -18.91], [12.09, -13.89, -18.56], [13.48, -14.45, -18.23], [14.15, -14.49, -19.48], [13.28, -14.28, -20.46], [13.51, -14.39, -21.63], [12.04, -14.03, -19.97], [12.00, -12.87, -18.19], [11.35, -14.54, -18.10], [13.35, -15.47, -17.86], [13.88, -13.84, -17.43], [6.63, -12.72, -14.33], [5.48, -13.13, -15.27], [6.20, -13.44, -16.51], [7.52, -13.32, -16.35], [8.36, -13.50, -17.18], [7.78, -12.95, -15.08], [6.57, -13.19, -13.34], [6.48, -11.69, -13.99], [4.76, -12.39, -15.60], [5.05, -14.12, -15.08], [16.04, -9.00, -21.92], [15.01, -8.70, -22.96], [14.33, -7.54, -22.44], [14.82, -7.27, -21.20], [14.32, -6.47, -20.46], [15.86, -8.01, -20.93], [17.08, -9.02, -22.25], [15.85, -9.99, -21.49], [14.21, -9.43, -23.11], [15.43, -8.58, -23.97], [5.24, -8.59, -23.06], [5.65, -9.29, -21.76], [6.95, -9.76, -22.01], [7.27, -9.62, -23.30], [8.23, -10.07, -23.81], [6.43, -8.71, -23.86], [5.17, -7.52, -22.90], [4.37, -8.98, -23.59], [5.05, -10.15, -21.45], [5.51, -8.56, -20.96], [7.51, -13.07, -21.93], [8.55, -13.35, -22.82], [9.64, -14.00, -22.33], [9.75, -14.39, -21.19], [10.52, -14.05, -23.28], [11.88, -14.40, -23.06], [7.03, -12.14, -22.25], [7.82, -12.83, -20.91], [6.72, -13.82, -21.91], [12.29, -13.67, -22.36], [12.40, -14.30, -24.01], [12.02, -15.37, -22.57], [11.39, -11.60, -15.64], [10.55, -11.09, -14.62], [9.55, -10.33, -15.08], [9.43, -9.95, -16.21], [8.79, -10.00, -14.04], [7.73, -9.08, -14.27], [10.87, -12.26, -16.35], [12.13, -12.20, -15.11], [11.81, -10.85, -16.31], [6.81, -9.50, -13.86], [7.55, -8.94, -15.34], [7.92, -8.15, -13.74]]}

{"formula": "C30H45Cl8NO2S2", "method": "ωB97M-V/def2-TZVPD", "e_tot_ev": -159267.4761, "smiles": "CCCCN(CCCCc1ccc2c(c1)C(=O)C=CC2=O)C(=S)SCCC.ClCCCl.ClCCCl.ClCCCl.ClCCCl", "charge": 0, "elements": ["C", "C", "C", "C", "N", "C", "C", "C", "C", "C", "C", "C", "C", "C", "C", "C", "O", "C", "C", "C", "O", "C", "S", "S", "C", "C", "C", "H", "H", "H", "H", "H", "H", "H", "H", "H", "H", "H", "H", "H", "H", "H", "H", "H", "H", "H", "H", "H", "H", "H", "H", "H", "H", "H", "H", "H", "Cl", "C", "C", "Cl", "H", "H", "H", "H", "Cl", "C", "C", "Cl", "H", "H", "H", "H", "Cl", "C", "C", "Cl", "H", "H", "H", "H", "Cl", "C", "C", "Cl", "H", "H", "H", "H"], "positions_angstrom": [[1.41, -2.99, 0.55], [-0.04, -3.58, 0.09], [-0.16, -3.60, -1.54], [-1.55, -3.01, -2.07], [-1.59, -1.49, -2.08], [-0.61, -0.93, -3.07], [-0.75, 0.64, -3.34], [-1.08, 1.52, -2.02], [0.20, 1.41, -1.07], [0.02, 2.03, 0.39], [-1.02, 1.51, 1.42], [-1.14, 2.11, 2.87], [-0.20, 3.27, 3.27], [0.84, 3.83, 2.23], [0.96, 3.22, 0.81], [1.80, 5.02, 2.75], [2.17, 5.97, 2.02], [2.21, 4.89, 4.31], [1.27, 4.37, 5.25], [-0.20, 3.94, 4.73], [-1.23, 4.15, 5.40], [-3.00, -1.19, -2.49], [-3.55, -1.20, -4.08], [-4.29, -0.83, -1.19], [-3.64, -1.37, 0.48], [-4.65, -2.36, 1.26], [-4.35, -3.91, 1.02], [1.91, -2.51, -0.36], [1.27, -2.16, 1.33], [2.03, -3.82, 1.01], [-0.90, -3.04, 0.60], [-0.05, -4.67, 0.50], [-0.17, -4.73, -1.81], [0.76, -3.17, -2.05], [-2.38, -3.37, -1.38], [-1.77, -3.38, -3.13], [-0.62, -1.58, -4.03], [0.44, -1.11, -2.61], [0.29, 1.00, -3.70], [-1.47, 0.83, -4.21], [-1.17, 2.61, -2.39], [-2.07, 1.23, -1.53], [1.08, 1.91, -1.62], [0.52, 0.31, -0.91], [-1.71, 0.62, 1.16], [-1.91, 1.69, 3.60], [1.73, 3.64, 0.07], [3.28, 5.17, 4.62], [1.60, 4.25, 6.34], [-3.58, -0.41, 1.12], [-2.59, -1.82, 0.41], [-5.74, -2.07, 0.99], [-4.54, -2.13, 2.39], [-3.23, -4.11, 1.18], [-4.90, -4.52, 1.83], [-4.70, -4.19, -0.04], [4.01, 3.61, -1.78], [5.14, 2.26, -2.10], [4.53, 1.21, -3.01], [3.22, 0.31, -2.20], [5.44, 1.84, -1.14], [6.02, 2.70, -2.58], [5.29, 0.48, -3.29], [4.13, 1.65, -3.92], [-4.09, -7.45, 1.20], [-5.53, -7.91, 0.26], [-5.28, -7.84, -1.23], [-5.07, -6.16, -1.80], [-6.35, -7.26, 0.55], [-5.78, -8.93, 0.54], [-6.13, -8.25, -1.77], [-4.39, -8.41, -1.52], [3.48, 3.52, 8.20], [4.84, 2.84, 7.29], [6.04, 3.77, 7.25], [5.72, 5.22, 6.27], [4.49, 2.60, 6.28], [5.12, 1.90, 7.78], [6.89, 3.26, 6.80], [6.32, 4.10, 8.25], [2.59, 1.82, -6.40], [2.21, 3.57, -6.40], [1.08, 3.91, -5.45], [-0.49, 3.26, -6.00], [1.97, 3.86, -7.43], [3.12, 4.09, -6.10], [0.97, 4.99, -5.38], [1.27, 3.52, -4.45]]}

{"formula": "C30H45ClCoO2P2", "method": "ωB97M-V/def2-TZVPD", "e_tot_ev": -104643.9423, "de_lowest_ev": 3.780, "s2": 6.0160, "multiplicity": 5, "charge": 1, "elements": ["Co", "C", "C", "C", "C", "C", "C", "H", "H", "H", "C", "H", "H", "H", "C", "H", "H", "H", "C", "H", "H", "H", "C", "H", "H", "H", "C", "C", "C", "C", "C", "C", "C", "C", "H", "H", "H", "H", "H", "H", "H", "H", "H", "H", "H", "H", "P", "C", "C", "P", "C", "C", "C", "H", "H", "H", "H", "H", "H", "H", "H", "H", "H", "H", "H", "H", "H", "Cl", "C", "C", "C", "C", "C", "C", "C", "O", "O", "H", "H", "H", "H"], "positions_angstrom": [[-0.69, 1.05, -6.49], [-0.62, -1.90, 0.63], [0.61, -2.17, 0.08], [0.74, -0.20, 1.37], [-0.56, -0.67, 1.39], [1.58, -1.04, 0.43], [-1.84, -2.75, 0.55], [-1.75, -3.50, -0.24], [-2.74, -2.14, 0.36], [-2.00, -3.27, 1.50], [-1.69, -0.05, 2.12], [-2.57, -0.71, 2.12], [-2.00, 0.92, 1.67], [-1.40, 0.15, 3.16], [1.27, 0.90, 2.19], [0.79, 0.88, 3.19], [1.04, 1.88, 1.73], [2.35, 0.83, 2.33], [2.95, -1.51, 0.91], [2.80, -2.19, 1.75], [3.56, -0.66, 1.24], [3.48, -2.05, 0.11], [1.01, -3.43, -0.60], [1.11, -4.23, 0.16], [1.97, -3.34, -1.12], [0.26, -3.79, -1.32], [-2.01, 2.04, -6.79], [-2.30, 0.56, -6.87], [-1.56, -0.27, -7.90], [0.06, -0.36, -7.75], [0.74, -0.03, -6.46], [1.04, 1.50, -6.11], [0.64, 2.51, -7.13], [-0.91, 2.64, -7.64], [-1.79, 0.05, -8.95], [0.52, 0.12, -8.65], [-1.93, -1.31, -7.83], [-0.95, 2.37, -8.72], [-2.64, 2.74, -6.25], [-3.12, 0.06, -6.31], [-1.09, 3.74, -7.57], [0.89, 3.51, -6.71], [1.51, 1.79, -5.18], [1.26, 2.43, -8.05], [0.21, -1.47, -7.85], [1.03, -0.82, -5.80], [-1.18, 0.35, -2.07], [-2.68, 1.07, -1.39], [-1.34, -1.50, -2.22], [1.85, 0.07, -1.05], [0.33, 1.02, -1.44], [2.40, -0.90, -2.48], [3.06, 1.36, -0.67], [-2.71, 1.81, -0.52], [-3.48, 0.32, -1.24], [-2.97, 1.62, -2.31], [-1.53, -1.56, -3.33], [-2.18, -1.99, -1.64], [-0.41, -2.10, -2.07], [3.49, 1.68, -1.63], [3.83, 0.95, 0.00], [2.49, 2.19, -0.21], [0.29, 2.15, -0.57], [0.69, 1.41, -2.50], [3.31, -1.47, -2.19], [2.64, -0.21, -3.30], [1.63, -1.61, -2.85], [-0.43, 7.65, 4.74], [-0.58, 6.46, 3.52], [-1.85, 5.97, 3.18], [-1.96, 4.97, 2.21], [-0.82, 4.46, 1.59], [0.44, 4.97, 1.90], [0.57, 5.97, 2.88], [-1.01, 3.31, 0.65], [-2.15, 2.84, 0.51], [0.10, 2.89, 0.10], [-2.73, 6.37, 3.68], [-2.94, 4.58, 1.94], [1.32, 4.60, 1.37], [1.54, 6.37, 3.15]]}